# 1
Molecular formula: C4H10NO2
Method: DFT, the ωB97M-V functional and the def2-TZVPD basis

## Properties
HOMO level, eV: -15.024
Frontier orbital gap, eV: 10.9
Total charge: +1
LUMO energy, eV: -4.13

XYZ file:
```
17
Properties=species:S:1:pos:R:3:forces:R:3
H -0.286 -2.143 -1.810 0.6 2.4 0.1
N -0.409 -1.077 -1.803 0.2 -1.2 0.6
C -0.628 0.081 2.021 1.0 0.0 -1.0
O -0.283 -0.799 1.237 -1.5 0.7 1.8
H 2.099 -1.287 -0.803 -1.0 0.9 0.5
H -1.584 -0.816 3.532 0.6 0.2 -0.7
H -0.400 1.164 1.844 -0.1 -0.7 0.0
C 0.173 -0.177 -1.069 2.9 -0.1 1.2
O -1.231 0.031 3.177 -0.6 -0.5 0.7
H 0.180 1.774 -0.082 0.9 -0.2 0.7
C -0.334 1.185 -0.801 -1.6 -1.0 0.0
H 2.258 0.404 -1.021 -0.5 0.5 -0.3
H 1.667 -0.119 0.546 -0.2 -0.2 -1.0
H -1.357 1.106 -0.455 -0.5 0.3 -0.4
C 1.580 -0.305 -0.544 1.4 -2.2 -0.1
H -0.235 1.752 -1.671 -0.4 1.0 -1.8
H -1.210 -0.775 -2.301 -1.2 0.1 -0.3
```
Positions in Å, forces in eV/Å.



# 2
Molecular formula: C4H10NO2P
Method: DFT, the ωB97M-V functional and the def2-TZVPD basis

## Properties
HOMO level, eV: -8.828
Frontier orbital gap, eV: 9.3
LUMO energy, eV: 0.49

XYZ file:
```
18
Properties=species:S:1:pos:R:3:forces:R:3
H 0.808 2.379 -1.345 -1.0 -1.7 0.9
H -0.844 1.900 -1.835 0.4 -0.1 1.3
H -0.422 1.778 0.043 0.2 1.2 -1.8
C 0.461 -0.596 -0.046 -0.5 1.4 0.4
H 0.547 1.017 1.712 1.3 0.7 0.3
C -0.066 1.670 -1.044 -1.0 1.9 0.8
H -1.237 0.427 4.127 -0.3 0.0 0.1
C 0.291 -0.628 -2.131 -0.2 -0.6 0.4
C 0.490 -1.720 -1.017 -1.6 -0.1 -2.3
H -0.540 -0.606 -2.790 -1.1 -0.5 -0.6
N 0.105 0.273 -1.013 2.6 -2.0 -0.1
H 0.362 -1.247 2.669 0.2 1.2 -0.8
O -1.526 -0.097 1.625 -2.7 -0.2 -1.1
H -0.326 -2.450 -0.953 -0.2 0.5 0.3
P -0.201 0.006 2.187 0.9 -0.6 3.9
H 1.152 -0.462 -2.761 0.6 0.3 0.1
H 1.311 -2.332 -1.252 1.7 -0.5 0.6
O -0.366 0.689 3.825 0.6 -0.8 -2.4
```
Positions in Å, forces in eV/Å.



# 3
Molecular formula: C4H10NO2S
Method: DFT, the ωB97M-V functional and the def2-TZVPD basis

## Properties
HOMO level, eV: -2.836
Frontier orbital gap, eV: 6.6
Total charge: -1
LUMO energy, eV: 3.74

XYZ file:
```
18
Properties=species:S:1:pos:R:3:forces:R:3
O -2.782 0.194 0.511 0.1 0.4 0.0
S 2.309 0.775 1.046 -0.2 -0.1 0.1
H 1.910 -1.702 -0.935 0.2 0.0 0.3
H 1.152 -1.556 1.263 -0.3 0.2 0.4
H 0.497 0.988 -0.507 0.0 0.2 -0.5
O -1.310 3.042 -0.355 0.8 0.2 1.0
C 1.021 -1.098 -0.738 0.5 1.3 0.1
C 0.349 -1.607 0.532 -0.5 -0.7 -1.2
H -1.598 -0.432 -0.979 0.3 -0.4 0.2
H 2.092 0.652 -1.319 -0.4 0.4 -0.2
H -0.552 3.330 0.200 -0.4 -0.1 -0.8
H 0.506 -1.087 -1.706 -0.7 -0.4 0.4
H -1.616 2.299 0.181 -0.4 -0.2 -0.3
H -0.808 -0.384 1.838 0.1 0.0 0.5
C -1.754 -0.342 0.110 -0.4 -0.2 0.4
C 1.411 0.399 -0.503 0.8 -0.8 0.2
H -0.010 -2.637 0.417 0.4 -0.1 0.0
N -0.817 -0.835 0.945 0.1 0.3 -0.7
```
Positions in Å, forces in eV/Å.



# 4
Molecular formula: C4H10NO2S
Method: DFT, the ωB97M-V functional and the def2-TZVPD basis

## Properties
HOMO level (alpha / beta), eV: -3.658 / -3.351
Frontier orbital gap (alpha / beta), eV: 7.5 / 7.2
Total charge: -1
LUMO energy (alpha / beta), eV: 3.87 / 3.82

XYZ file:
```
18
Properties=species:S:1:pos:R:3:forces:R:3
S 2.290 0.150 0.578 0.2 -0.6 0.5
O 2.251 0.616 -0.808 -0.3 -0.1 0.4
H -0.753 -1.204 -0.731 0.2 -0.1 0.1
C -1.133 -0.219 -0.494 -0.1 0.1 0.0
H 0.717 1.518 1.434 0.0 0.1 0.0
H 1.302 -1.786 0.207 -0.1 -0.2 0.1
C 0.922 0.449 1.627 0.2 0.1 -0.9
H 2.418 -1.898 1.403 -0.1 -0.1 0.3
H -1.185 1.813 -1.131 0.0 0.1 0.0
C -2.391 -0.175 0.305 0.1 -0.1 0.1
H -3.283 -0.455 -0.288 0.1 0.0 0.0
H -1.395 0.660 -2.456 -0.1 0.0 0.1
C -0.866 0.839 -1.504 0.1 -0.1 0.0
N 2.258 -1.575 0.461 0.3 0.8 -0.5
O 3.550 0.416 1.271 -0.3 0.0 -0.1
H 0.202 0.880 -1.717 0.0 0.1 -0.1
H -2.336 -0.858 1.153 0.0 0.0 0.0
H -2.567 0.830 0.690 0.0 0.1 0.1
```
Positions in Å, forces in eV/Å.



# 5
Molecular formula: C4H10NO2S
Method: DFT, the ωB97M-V functional and the def2-TZVPD basis

## Properties
HOMO level, eV: -12.814
Frontier orbital gap, eV: 7.8
Total charge: +1
LUMO energy, eV: -5.05

XYZ file:
```
18
Properties=species:S:1:pos:R:3:forces:R:3
S -0.323 0.519 -1.291 0.5 0.7 -1.7
H 2.167 0.322 -2.629 -0.2 -0.8 1.4
H -3.713 0.478 -0.647 -0.3 0.2 0.4
H -1.518 0.347 2.091 0.6 0.5 1.0
H 3.362 -0.374 1.395 -1.2 -0.4 -0.9
H 2.929 -1.522 0.161 0.1 0.5 0.7
C 1.241 0.085 -0.871 0.7 0.8 -1.7
O -1.163 -0.213 1.401 -1.4 0.0 0.2
C 1.388 -0.260 0.583 -0.9 -0.8 -0.6
C -3.022 0.787 0.133 1.0 -1.2 1.1
H -0.050 0.802 -2.618 -0.2 -0.2 0.7
H -2.568 -1.231 0.192 0.6 -0.3 0.1
C -2.262 -0.274 0.592 -2.7 2.4 -1.9
N 2.625 -0.779 0.790 3.5 -1.6 1.1
H 1.159 0.535 1.310 -0.2 0.0 -0.8
H -3.053 1.877 0.441 0.5 -1.6 -0.3
H 0.529 -1.014 0.682 1.2 0.7 0.2
O 2.272 -0.087 -1.717 -1.6 1.0 0.9
```
Positions in Å, forces in eV/Å.



# 6
Molecular formula: C4H10NO3
Method: DFT, the ωB97M-V functional and the def2-TZVPD basis

## Properties
HOMO level, eV: -4.905
Frontier orbital gap, eV: 8.7
Total charge: -1
LUMO energy, eV: 3.75

XYZ file:
```
18
Properties=species:S:1:pos:R:3:forces:R:3
C -2.955 -0.846 0.909 -0.3 -0.1 0.0
O 2.839 -0.801 -0.390 -0.1 -0.3 -0.2
H -3.407 0.140 0.933 0.2 0.4 -0.1
H 0.782 0.068 -1.669 -0.1 -0.1 -0.2
O -0.293 2.435 0.314 0.6 -0.1 0.1
C 0.631 -0.510 -0.773 -0.3 -1.4 -2.1
H -0.608 1.613 -0.110 -0.6 0.3 0.0
H -3.799 -1.519 1.078 0.2 -0.4 0.0
H 0.554 -1.574 -0.948 0.1 -0.2 -0.3
N -1.207 -0.056 -0.645 2.1 1.1 0.6
H 0.515 2.098 0.750 -0.2 0.2 -0.1
H -2.853 -0.963 -1.286 -0.5 0.1 0.3
H -2.234 -0.910 1.713 0.0 -0.1 0.4
C 1.866 -0.231 0.123 0.4 0.6 0.7
O 1.812 0.531 1.098 -0.4 0.0 0.2
H -0.354 -0.248 0.049 -1.9 0.9 1.6
H -1.769 -2.037 -0.582 -0.2 -0.5 0.7
C -2.222 -1.057 -0.394 1.0 -0.4 -1.6
```
Positions in Å, forces in eV/Å.



# 7
Molecular formula: C4H10NO3
Method: DFT, the ωB97M-V functional and the def2-TZVPD basis

## Properties
HOMO level, eV: -2.993
Frontier orbital gap, eV: 6.5
Total charge: -1
LUMO energy, eV: 3.54

XYZ file:
```
18
Properties=species:S:1:pos:R:3:forces:R:3
H -1.538 -0.913 -0.023 0.2 0.0 -0.1
H 0.878 0.155 -1.549 0.4 -0.3 -0.2
H 0.914 -0.423 1.228 0.2 -0.4 0.3
O 2.257 2.152 0.839 0.1 0.5 0.5
H -1.757 0.528 1.541 -0.4 -0.1 0.2
O -0.806 -0.781 2.909 -0.6 -0.2 -0.2
C -0.331 -1.195 -2.712 0.0 0.4 -0.7
H 2.043 2.869 1.459 0.1 -0.4 -0.3
H -0.389 1.154 2.518 -0.2 0.3 -0.1
H -0.706 0.684 -1.830 -0.2 -0.1 0.1
N 0.098 0.035 0.859 0.0 0.4 -0.3
H -0.003 -1.800 -0.217 -0.3 0.0 0.4
H -0.321 -2.282 -2.470 0.1 0.2 0.1
C -0.816 0.220 2.060 1.1 0.1 0.4
O -0.509 -0.857 -3.867 0.1 -0.3 0.4
H 1.586 1.472 1.028 -0.4 0.0 -0.4
C -0.142 -0.224 -1.589 -0.5 0.3 0.5
C -0.458 -0.794 -0.187 0.4 -0.3 -0.7
```
Positions in Å, forces in eV/Å.



# 8
Molecular formula: C4H10NO3
Method: DFT, the ωB97M-V functional and the def2-TZVPD basis

## Properties
HOMO level, eV: -4.371
Frontier orbital gap, eV: 6.8
Total charge: -1
LUMO energy, eV: 2.47

XYZ file:
```
18
Properties=species:S:1:pos:R:3:forces:R:3
H -0.384 -1.521 -1.161 0.4 -0.4 -0.4
H 1.677 -0.058 -1.145 1.0 -0.1 0.2
H 0.576 0.375 1.226 -0.6 0.7 -0.4
N -1.860 -0.245 -0.911 -1.5 -2.4 5.4
H -2.821 -0.459 1.078 0.0 -0.6 -0.5
C -1.042 0.879 -0.382 2.4 4.1 -0.8
H 1.034 -1.792 -0.599 0.4 -0.5 -0.4
H -0.935 1.172 1.851 1.0 0.1 -0.8
H -0.350 1.079 -1.230 0.1 0.0 0.7
O 2.777 -1.352 0.005 -0.2 2.4 -0.6
C 2.566 -0.151 -0.412 -0.4 0.6 1.1
H -1.760 1.760 -0.377 0.7 -0.9 0.2
C -0.180 1.164 0.997 -1.4 -1.6 0.6
O 3.037 0.984 -0.049 -0.4 -2.4 -0.6
O 0.367 -2.148 -1.225 -0.7 0.3 0.5
H -1.108 -1.175 0.920 0.1 0.6 0.0
H 0.338 2.134 0.986 -0.4 -0.4 -0.6
C -1.934 -0.646 0.427 -0.6 0.6 -3.7
```
Positions in Å, forces in eV/Å.



Looking at ΔE to the lowest compared entry with this formula, charge and spin for the records above, in order, we have 146.5 472.5 115.5 581.7 341.3 419.6 299.9 566.1 kJ/mol.